Below is the molecule C3H3N3S at a distorted geometry, with properties calculated with ωB97M-V with the def2-TZVPD basis set.

Atoms and positions in Å:
1 C -3.583 0.610 0.030
2 C -1.064 -1.113 0.200
3 C -0.471 1.113 0.037
4 N -3.292 1.690 0.259
5 N -0.601 0.046 0.671
6 N -3.761 -0.621 -0.290
7 S -2.608 -1.721 -0.214
8 H -0.361 -1.914 0.140
9 H -0.072 1.922 0.448
10 H -0.728 1.409 -0.972

As for the calculated total energy: -678.444136 Ha. As for the largest force on an atom: 4.529 eV/Å. As for the LUMO energy (spin up / spin down): -0.9 / -0.9 eV. The relative energy (zero: lowest compared OMol25 entry of this formula, charge and spin) comes out at 84.8 kcal per mole. Its HOMO energy (spin up / spin down) is -8.6 / -8.6 eV.

***

Below is a cluster of 3 separate species, C29H63BO10 in total at a distorted geometry, with properties calculated with ωB97M-V with the def2-TZVPD basis set.

Atoms and positions in Å:
1 C 4.694 0.820 3.451
2 C 4.616 2.282 2.688
3 C 3.073 2.927 2.690
4 C 3.038 4.026 3.906
5 C 1.727 5.009 3.924
6 C 0.477 4.525 2.982
7 C -0.908 5.098 3.726
8 C -1.983 5.754 2.666
9 C -3.412 5.910 3.521
10 C -4.503 4.964 2.726
11 C -5.725 4.664 3.790
12 C -7.138 5.249 3.175
13 C -8.280 4.073 2.938
14 C -8.065 3.309 1.471
15 C -8.624 1.763 1.523
16 O -7.498 0.813 1.511
17 C -7.662 -0.076 2.698
18 O -8.323 -1.257 2.665
19 B -7.024 0.382 4.162
20 O -5.630 0.901 4.232
21 O -7.925 0.253 5.339
22 C -7.489 1.147 6.429
23 H 3.688 0.214 3.379
24 H 5.593 0.140 3.071
25 H 4.835 1.070 4.607
26 H 5.315 3.010 3.325
27 H 5.044 2.168 1.598
28 H 2.332 2.011 2.877
29 H 2.805 3.349 1.632
30 H 3.165 3.560 4.989
31 H 3.985 4.738 3.761
32 H 1.998 6.111 3.589
33 H 1.329 5.012 5.048
34 H 0.548 4.949 1.876
35 H 0.327 3.367 2.903
36 H -0.558 5.995 4.430
37 H -1.417 4.256 4.364
38 H -1.698 6.862 2.355
39 H -2.113 5.156 1.666
40 H -3.284 5.435 4.604
41 H -3.734 7.029 3.640
42 H -4.829 5.560 1.770
43 H -3.981 3.970 2.323
44 H -5.783 3.521 4.107
45 H -5.522 5.269 4.785
46 H -7.511 6.120 3.884
47 H -6.975 5.746 2.106
48 H -9.339 4.583 2.877
49 H -8.328 3.280 3.799
50 H -8.602 3.943 0.621
51 H -6.898 3.254 1.238
52 H -9.325 1.559 0.587
53 H -9.260 1.533 2.506
54 H -5.394 1.373 3.371
55 H -8.126 0.855 7.396
56 H -7.756 2.291 6.218
57 H -6.355 1.004 6.742
58 C 1.747 -3.725 0.040
59 O 2.322 -2.890 -0.951
60 C 2.249 -1.499 -0.638
61 C 3.595 -0.801 -0.871
62 O 4.654 -1.176 0.018
63 C 5.136 -2.523 -0.070
64 C 5.845 -2.893 -1.385
65 O 4.923 -2.921 -2.474
66 C 5.392 -2.253 -3.635
67 H 0.673 -3.829 -0.139
68 H 2.215 -4.710 -0.037
69 H 1.929 -3.348 1.053
70 H 1.929 -1.334 0.398
71 H 1.501 -1.060 -1.299
72 H 3.440 0.271 -0.699
73 H 3.917 -0.886 -1.904
74 H 4.345 -3.231 0.170
75 H 5.875 -2.619 0.732
76 H 6.262 -3.897 -1.290
77 H 6.670 -2.197 -1.565
78 H 5.985 -1.368 -3.390
79 H 4.519 -1.923 -4.206
80 H 5.973 -2.944 -4.248
81 C 2.637 -5.505 -4.385
82 O 2.325 -5.648 -5.761
83 C 2.322 -4.413 -6.477
84 C 3.098 -4.527 -7.795
85 O 4.514 -4.711 -7.671
86 C 4.965 -5.942 -7.093
87 C 4.675 -7.211 -7.914
88 O 3.276 -7.489 -7.950
89 C 2.792 -7.810 -9.245
90 H 1.728 -5.278 -3.820
91 H 3.046 -6.455 -4.031
92 H 3.395 -4.731 -4.212
93 H 2.743 -3.597 -5.877
94 H 1.282 -4.172 -6.697
95 H 2.976 -3.577 -8.328
96 H 2.671 -5.283 -8.447
97 H 4.610 -6.039 -6.068
98 H 6.053 -5.846 -7.022
99 H 5.160 -8.061 -7.431
100 H 5.097 -7.102 -8.917
101 H 3.297 -7.239 -10.027
102 H 1.729 -7.555 -9.277
103 H 2.902 -8.882 -9.423

The SMILES is CCCCCCCCCCCCCCCOC(=O)B(O)OC.COCCOCCOC.COCCOCCOC. As for the calculated total energy: -1919.584786 Ha. As for the largest force on an atom: 8.907 eV/Å. As for the LUMO energy: -0.2 eV. Its HOMO energy is -9.0 eV.

***

Question: Which formula does entry 2 have?
Answer: C29H63BO10

***

Question: calculated total energy of number 1 (C3H3N3S)?
Answer: -678.444136 Ha

***

Question: What is the calculated total energy in the first record?
Answer: -678.444136 Ha

***

Question: Among the records above, which one has the lowest calculated total energy?
Answer: C29H63BO10